# 1
101
Properties=species:S:1:pos:R:3:forces:R:3 method="wB97M-V/def2-TZVPD" multiplicity=1 homo_energy_ev=-1.4355 homo_lumo_gap_ev=5.26 charge=-2
Cs 0.1182 1.5152 -0.3458 0.21 -0.39 -0.17
O 0.5697 6.5784 0.3905 0.02 -0.01 -0.02
C 0.6508 5.3468 0.1651 -0.09 0.09 0.04
N -0.1511 4.3578 0.5064 0.12 0.06 0.02
C -1.1905 4.5845 1.4183 0.02 0.03 0.04
C -1.1006 5.5238 2.4545 0.04 0.01 -0.04
C -2.0762 5.6557 3.4340 -0.02 0.00 0.00
C -3.2076 4.8568 3.3877 0.00 0.01 0.01
C -3.3273 3.9271 2.3643 0.00 -0.03 -0.05
C -2.3393 3.7454 1.3897 -0.05 -0.07 0.01
N -2.5255 2.8294 0.3513 -0.10 0.17 -0.04
C -2.8955 1.5985 0.5656 0.06 0.02 -0.14
O -3.2334 0.7751 -0.3324 0.00 -0.03 -0.02
C -2.7789 0.9597 1.9382 0.02 0.01 0.11
C -3.8621 0.2768 2.4913 0.03 0.02 0.01
C -3.7216 -0.3009 3.7365 -0.05 -0.01 -0.02
C -2.4938 -0.2133 4.3812 0.02 0.01 -0.01
C -1.4593 0.4322 3.7253 0.05 -0.05 0.00
N -1.5857 1.0114 2.5337 -0.11 0.04 0.03
C 1.9280 4.9316 -0.5840 0.06 0.03 0.07
C 3.0054 5.8229 -0.5177 -0.03 -0.04 -0.06
C 4.2045 5.4820 -1.1101 0.02 0.03 0.00
C 4.3119 4.2612 -1.7640 0.03 -0.07 -0.03
C 3.1990 3.4372 -1.7916 -0.10 0.13 0.07
N 2.0355 3.7658 -1.2232 -0.06 -0.06 0.04
H -0.2326 6.1661 2.4730 0.00 0.00 0.00
H -1.9512 6.3951 4.2186 -0.01 0.00 0.00
H -3.9958 4.9562 4.1269 0.00 0.01 0.00
H -4.2214 3.3164 2.2929 0.00 -0.01 0.00
H -4.7825 0.2181 1.9255 0.00 0.00 0.01
H -4.5540 -0.8163 4.2033 0.00 0.00 0.00
H -2.3350 -0.6465 5.3605 0.00 0.00 0.00
H -0.4733 0.4853 4.1756 0.01 0.01 -0.01
H 2.8472 6.7563 0.0024 0.01 0.01 -0.01
H 5.0538 6.1554 -1.0596 0.00 0.00 0.00
H 5.2339 3.9414 -2.2333 0.01 0.01 0.01
H 3.2438 2.4607 -2.2657 -0.02 0.00 0.01
C 0.2197 -2.6306 4.7757 -0.01 0.01 0.00
C 0.6374 -2.2931 3.3689 -0.06 -0.02 -0.03
C -0.0085 -2.8523 2.2657 0.03 0.03 0.03
C 0.3789 -2.5535 0.9739 -0.04 0.03 0.00
C 1.4407 -1.6738 0.6951 0.09 0.01 -0.05
N 1.7933 -1.3510 -0.6053 -0.16 -0.19 0.16
C 2.5622 -2.2120 -1.2592 0.02 0.12 0.03
C 3.2100 -3.3611 -0.7052 0.04 -0.05 -0.01
C 4.0111 -4.1942 -1.4604 -0.03 0.03 0.05
C 4.2494 -3.9853 -2.8188 0.00 0.01 -0.03
C 5.1628 -4.8761 -3.6183 0.01 -0.02 0.00
C 3.6182 -2.8822 -3.3878 0.01 0.02 -0.01
C 2.8131 -2.0366 -2.6537 0.04 -0.02 -0.06
N 2.1193 -0.9985 -3.3477 -0.01 0.03 0.09
C 1.0855 -1.1874 -4.1932 0.04 -0.10 0.03
C 0.6778 0.0509 -4.6257 -0.07 0.13 0.01
C 1.5355 0.9420 -3.9537 -0.11 0.14 0.01
N 2.3979 0.3037 -3.1793 0.10 -0.12 -0.08
C 2.0641 -1.1055 1.8154 0.07 0.01 0.04
C 1.6673 -1.4040 3.1157 0.05 0.03 -0.01
N 3.1772 -0.2189 1.6638 0.01 -0.11 -0.05
C 4.4080 -0.3883 2.1970 -0.11 -0.02 0.01
C 5.1304 0.7434 1.9069 0.07 0.07 -0.04
C 4.2345 1.5496 1.1760 0.02 -0.08 -0.06
N 3.0629 0.9551 1.0312 -0.13 0.14 0.10
H -0.8583 -2.7894 4.8329 0.00 -0.01 0.00
H 0.7097 -3.5408 5.1346 0.00 0.00 0.00
H 0.4739 -1.8248 5.4674 0.01 0.00 0.00
H -0.8478 -3.5232 2.4219 -0.01 0.00 0.01
H -0.1644 -2.9752 0.1377 0.00 0.01 -0.03
H 3.0517 -3.5866 0.3425 -0.01 0.01 0.00
H 4.4711 -5.0505 -0.9718 0.00 0.00 0.00
H 5.1944 -5.8843 -3.1975 0.00 0.00 0.00
H 4.8283 -4.9661 -4.6552 -0.01 0.01 0.00
H 6.1943 -4.5064 -3.6456 0.00 0.00 0.01
H 3.7448 -2.6645 -4.4453 0.01 -0.01 0.00
H 0.7241 -2.1825 -4.3920 -0.01 0.00 -0.01
H -0.1340 0.2815 -5.2943 0.00 0.00 0.00
H 1.5437 2.0218 -3.9757 0.00 0.00 -0.04
H 2.1778 -0.9064 3.9348 0.00 -0.01 0.00
H 4.6568 -1.2969 2.7184 0.02 0.00 0.00
H 6.1546 0.9510 2.1662 0.00 -0.01 -0.01
H 4.3891 2.5241 0.7392 0.01 0.01 0.02
C -3.9328 -3.5511 0.2300 0.03 -0.01 -0.02
N -4.3579 -2.8665 -0.9731 -0.02 0.11 0.14
C -5.2509 -3.6422 -1.8013 -0.02 -0.05 -0.04
C -3.3519 -2.1277 -1.6195 0.02 -0.13 -0.01
N -2.1358 -2.3464 -1.3013 0.03 0.06 0.02
N -3.8241 -1.2737 -2.6044 0.02 0.05 -0.01
C -2.8160 -0.5188 -3.3251 -0.20 0.12 -0.06
C -5.0263 -0.4762 -2.3564 0.09 -0.15 0.05
H -4.8191 -3.8886 0.7743 -0.02 0.01 -0.03
H -3.3668 -2.8624 0.8540 0.00 -0.02 -0.02
H -3.2928 -4.4183 0.0181 0.00 0.00 0.00
H -4.7904 -4.5841 -2.1417 0.02 0.00 0.02
H -5.5446 -3.0768 -2.6824 0.01 0.02 0.01
H -6.1491 -3.8940 -1.2308 -0.01 0.00 -0.02
H -1.5067 -1.6456 -1.6827 -0.01 -0.05 0.04
H -2.4779 0.3358 -2.7283 0.14 -0.04 0.00
H -3.2666 -0.1355 -4.2449 0.01 0.00 0.01
H -1.9769 -1.1553 -3.5996 0.01 0.01 0.02
H -5.6695 -0.9862 -1.6446 0.00 -0.01 -0.01
H -5.5673 -0.3413 -3.2981 0.00 0.04 0.00
H -4.7427 0.4848 -1.9223 -0.05 0.04 -0.03



# 2
20
Properties=species:S:1:pos:R:3:forces:R:3 method="wB97M-V/def2-TZVPD" multiplicity=1 homo_energy_ev=-8.7967 homo_lumo_gap_ev=9.41
H -0.1624 1.9521 1.1246 0.58 -0.31 0.88
N 0.5557 1.5151 0.5786 -0.81 1.25 -1.96
C 1.7528 1.2262 0.7927 1.20 -2.64 1.60
N 2.3341 0.8985 2.0675 -0.98 1.46 -0.44
N 2.6321 0.8719 -0.2135 -0.42 0.27 -0.20
C 2.2374 0.8753 -1.6476 0.66 -0.12 2.05
H 3.0695 0.2122 2.1698 -0.38 0.34 0.05
H 1.7371 1.1562 2.8514 0.62 -0.58 -0.30
H 3.4048 0.3161 0.1117 0.04 0.03 -0.45
H 1.4642 0.1332 -1.8233 -0.21 0.07 -0.21
H 3.1484 0.6238 -2.1913 -0.25 0.29 -0.28
H 1.8801 1.8880 -1.7921 -0.11 -0.06 -0.73
C -3.0177 -0.1788 -0.8325 0.98 0.60 0.65
C -2.4186 -1.4947 -0.2744 -1.66 2.44 -1.21
O -2.9877 -2.1080 0.5757 1.02 -1.18 0.11
O -1.2198 -1.6467 -0.8808 0.31 -1.29 0.18
H -3.8801 0.2085 -0.3041 -0.06 -0.48 0.52
H -3.2862 -0.0957 -1.8736 0.27 -0.72 -0.51
H -2.2003 0.5410 -0.6890 -0.18 0.10 -0.11
H -0.7811 -2.5144 -0.7482 -0.60 0.53 0.39



# 3
13
Properties=species:S:1:pos:R:3:forces:R:3 method="wB97M-V/def2-TZVPD" multiplicity=1 homo_energy_ev=-8.8656 homo_lumo_gap_ev=9.32 smiles=CNC.S
C 2.9594 1.0079 0.6660 3.53 -0.44 1.45
N 3.7614 -0.1889 1.3466 -0.29 2.50 0.05
C 2.8303 -0.9790 2.2004 1.24 3.03 0.56
H 3.6851 1.5197 -0.0255 -1.00 -0.92 -0.06
H 2.8993 1.7919 1.4463 -1.13 -0.45 -0.27
H 2.0350 0.6289 0.2177 0.36 0.34 0.20
H 4.5338 0.2163 2.0025 -2.01 -0.59 -1.82
H 2.4101 -1.7124 1.5342 -0.31 -0.81 0.81
H 3.4936 -1.1008 3.0422 0.07 -2.29 0.26
H 2.1256 -0.3312 2.7861 -0.46 -0.37 -1.19
S -4.5856 -0.0248 -2.1427 -1.97 -1.42 -1.90
H -3.2664 0.2293 -2.1003 -0.33 0.91 1.71
H -5.6142 0.3049 -1.2449 2.30 0.51 0.19



# 4
87
Properties=species:S:1:pos:R:3:forces:R:3 method="wB97M-V/def2-TZVPD" multiplicity=1 homo_energy_ev=-8.1216 homo_lumo_gap_ev=8.27 smiles="[H]/N=C(/C)C[C@]1(C(F)(F)C(F)(F)C(F)(F)F)C(=O)O[C@](Cl)(CC(=O)O)[C@@]1(CC(C)C)N=C(C)C.O=C1OC[C@@H](F)O1.O=C1OC[C@@H](F)O1.O=C1OC[C@@H](F)O1"
H 4.0470 -2.4205 1.6034 0.38 -0.33 0.06
N 4.6705 -2.2341 0.8138 -0.77 -0.20 0.75
C 4.2333 -1.2229 0.2039 0.94 0.40 -0.82
C 5.0771 -0.7781 -0.9948 -0.23 0.78 0.87
C 3.0280 -0.3419 0.5326 0.05 -0.32 -1.07
C 1.7200 -1.0406 1.0975 0.48 0.26 -2.31
C 1.8365 -0.8182 2.6162 -1.07 -0.15 0.46
F 1.4624 0.4399 2.9055 -0.70 0.52 -0.15
F 3.1187 -0.8400 3.0305 0.80 -0.76 -0.46
C 1.1305 -1.7182 3.6880 0.87 -0.24 0.99
F 1.6400 -1.2536 4.8609 0.44 0.34 0.18
F -0.1744 -1.5743 3.8545 -0.78 0.02 -0.79
C 1.4626 -3.2491 3.7397 -0.68 0.32 1.85
F 2.6902 -3.5467 3.4443 1.15 -0.04 -0.95
F 0.5899 -3.9827 3.1082 -0.59 -0.45 -1.56
F 1.3085 -3.6068 5.0229 -0.13 0.01 0.85
C 1.5384 -2.4840 0.5414 -1.06 0.26 -0.91
O 2.0646 -3.4988 0.7823 1.22 -1.25 1.26
O 0.5792 -2.5616 -0.4817 -0.16 0.90 0.78
C 0.3281 -1.2265 -0.9292 1.39 -1.37 -1.12
Cl -1.1865 -1.1610 -1.8918 0.00 -0.18 1.32
C 1.4452 -1.0419 -2.0352 -0.61 0.54 -0.14
C 1.1060 -1.8402 -3.3031 0.07 -1.30 1.86
O 0.9116 -1.3343 -4.3361 -0.06 1.57 -2.24
O 1.0905 -3.2098 -3.2200 -0.10 -0.02 0.24
C 0.4335 -0.4273 0.3692 0.33 3.05 2.83
C 0.5649 1.1258 0.0985 0.48 -0.78 -0.75
C -0.6960 1.9754 -0.0517 0.06 2.00 -0.46
C -0.2501 3.4341 0.3280 0.77 -0.86 -0.60
C -1.2076 2.1220 -1.5135 -0.44 0.11 0.63
N -0.6540 -0.4860 1.3545 -0.89 -1.16 -2.44
C -1.7017 -1.2228 1.2545 -0.97 0.23 0.04
C -1.8539 -2.7085 1.5243 -0.21 -0.42 -0.59
C -3.0354 -0.5303 0.9421 0.09 -0.20 1.76
H 5.7281 -1.5825 -1.3283 -0.27 -0.04 -0.12
H 4.4815 -0.3129 -1.7860 0.16 -0.26 -0.09
H 5.7340 0.0123 -0.5996 -0.07 -0.03 -0.25
H 2.8128 0.1435 -0.4223 -0.33 -0.14 0.29
H 3.2956 0.5240 1.1436 0.12 -0.37 0.29
H 2.4321 -1.3617 -1.6920 -0.26 -0.04 0.07
H 1.4816 -0.0056 -2.3831 0.12 -0.11 0.14
H 0.3118 -3.5033 -2.7238 0.33 0.00 0.25
H 1.1346 1.2378 -0.8367 -0.14 0.28 0.21
H 1.2016 1.5920 0.8535 -0.21 -0.38 0.18
H -1.5355 1.7860 0.6140 0.30 -0.74 0.04
H -1.0749 4.1431 0.2547 0.07 -0.05 0.26
H 0.5119 3.7064 -0.4192 -0.16 0.26 0.16
H 0.2649 3.4470 1.2934 -0.42 0.20 0.08
H -1.6405 3.1259 -1.5946 0.05 -0.15 -0.19
H -2.0178 1.4313 -1.7599 0.32 -0.11 -0.14
H -0.3768 2.0603 -2.2232 -0.18 -0.15 -0.01
H -2.8289 -3.0628 1.1788 0.15 0.10 -0.06
H -1.1045 -3.3506 1.0559 0.16 0.24 0.21
H -1.8523 -2.8931 2.6038 0.23 0.25 -0.07
H -2.9446 0.1482 0.1006 0.05 -0.15 -0.01
H -3.8468 -1.2477 0.8222 0.09 0.17 -0.28
H -3.2884 0.0645 1.8358 0.04 0.08 -0.23
O -4.1295 -0.9087 -1.7993 -0.14 0.01 -0.24
C -4.5428 -0.8785 -2.9101 0.14 0.11 0.25
O -5.2146 0.1696 -3.4527 0.10 -0.36 -0.06
C -5.4171 -0.1239 -4.8374 -0.31 0.41 -0.13
C -5.3265 -1.6272 -4.8572 0.40 -0.11 -0.31
F -4.8077 -2.0787 -6.0230 -0.03 -0.08 0.04
O -4.4107 -1.8954 -3.8099 -0.45 0.25 0.19
H -4.6280 0.3443 -5.4281 0.07 -0.20 -0.04
H -6.3812 0.2456 -5.1791 -0.02 0.06 0.23
H -6.2692 -2.1402 -4.6567 0.04 -0.08 -0.10
O 2.1567 3.2044 -2.8223 0.01 -0.06 -0.01
C 1.7844 3.2438 -3.9479 0.27 0.09 0.38
O 1.1812 4.3168 -4.5174 0.05 -0.37 -0.12
C 1.0135 4.0193 -5.9063 -0.28 0.40 -0.15
C 1.0366 2.5117 -5.9116 0.37 -0.16 -0.30
F 1.5744 2.0277 -7.0556 -0.04 -0.06 0.03
O 1.9026 2.2134 -4.8317 -0.46 0.29 0.17
H 1.8428 4.4462 -6.4727 0.06 -0.20 -0.03
H 0.0794 4.4287 -6.2840 -0.03 0.06 0.23
H 0.0659 2.0423 -5.7399 0.05 -0.10 -0.09
O -1.8741 3.3501 6.1090 0.08 -0.05 0.00
C -1.2911 2.4605 6.6277 -0.16 0.20 -0.32
O -1.6961 1.1622 6.6158 0.26 0.23 0.20
C -0.6614 0.3863 7.2254 -0.21 -0.50 -0.03
C 0.0434 1.4111 8.0742 0.45 0.05 -0.23
F 1.3671 1.1420 8.1830 0.00 0.06 0.09
O -0.1238 2.6012 7.3265 -0.49 -0.24 0.19
H -0.0114 -0.0262 6.4519 0.15 0.13 0.08
H -1.0778 -0.4307 7.8107 -0.20 0.10 -0.06
H -0.3822 1.5437 9.0711 0.14 0.00 0.05



# 5
27
Properties=species:S:1:pos:R:3:forces:R:3 method="wB97M-V/def2-TZVPD" multiplicity=1 homo_energy_ev="0.0600 / 0.0616" homo_lumo_gap_ev="3.01 / 3.01" charge=-1
C 0.1253 0.0273 -1.8137 -0.31 -1.29 0.34
C -0.9259 -0.8739 -2.1653 0.26 0.19 0.65
C -0.6776 -2.1322 -1.5330 0.85 0.42 0.02
C 0.5739 -2.0476 -0.8656 -0.59 0.60 0.31
C 1.0610 -0.6773 -0.9477 -0.85 -0.79 -0.97
Be 0.3011 0.7520 0.4674 0.17 -0.64 -2.27
P -0.4083 2.6671 0.1096 1.14 -1.06 0.57
H 0.2968 0.9933 -2.2637 -0.01 0.16 0.09
H -1.8146 -0.6316 -2.7635 0.46 -0.04 0.31
H -1.3463 -3.0116 -1.5634 0.52 0.56 -0.04
H 2.0970 -0.4102 -0.7942 -0.07 0.10 -0.04
H 1.0702 -2.8669 -0.3189 -0.34 0.55 -0.27
H -1.4827 3.0284 0.9318 -0.37 0.52 0.69
H -0.8544 3.0488 -1.1611 0.04 0.52 -0.84
H 0.5734 3.6232 0.4169 -0.88 0.39 -0.34
C 1.6677 0.9496 2.8764 0.59 0.45 0.71
C 0.4222 0.1612 2.7971 -0.24 0.95 -0.79
N -0.2556 -0.1228 1.6876 -0.31 -0.83 1.19
C -1.3248 -0.9594 2.0590 0.51 0.59 -0.40
C -1.3029 -1.0901 3.4046 0.19 0.01 -0.01
N -0.1891 -0.3719 3.8401 -0.57 -0.90 1.91
H 1.4664 1.9465 3.3064 0.24 -0.50 -0.39
H 2.4015 0.4280 3.5203 -0.02 -0.10 0.24
H 2.1262 1.0898 1.8784 -0.43 0.02 0.15
H -1.9800 -1.3928 1.3118 0.16 0.22 0.21
H -1.9573 -1.6189 4.0791 0.14 0.05 -0.06
H 0.1122 -0.2413 4.8126 -0.27 -0.16 -0.94



# 6
26
Properties=species:S:1:pos:R:3:forces:R:3 method="wB97M-V/def2-TZVPD" s2=1.082 multiplicity=2 homo_energy_ev="-7.9939 / -7.9088" homo_lumo_gap_ev="4.01 / 4.11"
C 1.0039 -1.8611 1.3865 0.06 -1.09 -0.95
C 1.0959 -1.5904 -0.0248 -0.30 -1.84 -0.41
C -0.2758 -1.5126 -0.5278 0.18 -2.35 -0.10
H 2.0036 -1.5619 -0.6698 -0.90 0.36 0.80
C -1.1751 -1.7670 0.5630 0.33 -1.19 0.05
C -0.3758 -1.8985 1.7479 -0.46 -2.28 0.27
H -0.7254 -2.0345 2.7797 0.12 0.40 -0.61
H 1.8261 -1.9946 2.0617 0.18 0.33 0.24
H -0.5456 -1.5742 -1.5978 0.18 0.91 0.74
H -2.2661 -1.8938 0.5058 0.69 0.51 0.00
V 0.0525 -0.1076 0.9047 0.42 10.02 1.23
Cl 1.0067 2.1376 0.9569 -0.75 -2.34 0.33
C 0.1132 2.3171 -1.9197 0.61 -0.64 0.46
C -1.1138 1.6813 -2.2620 -0.11 -1.18 -0.42
C -0.8024 0.4523 -2.9068 -0.04 0.81 -0.02
H -2.1011 2.1180 -2.1511 0.19 -0.15 0.03
C 0.6201 0.3165 -2.9383 -0.22 0.82 -0.02
C 1.1830 1.4665 -2.3264 -0.41 -0.25 0.06
H 2.2398 1.6889 -2.2227 -0.23 -0.07 0.02
H 0.2165 3.2787 -1.4319 -0.03 -0.16 -0.22
H -1.5144 -0.2031 -3.4006 0.13 0.09 0.19
H 1.1762 -0.4594 -3.4552 -0.11 0.05 0.18
O -0.5951 1.4094 5.3002 -0.19 -1.06 -2.12
N -0.4143 0.7632 4.2553 1.12 -0.36 0.29
O 0.6325 0.0286 4.1135 -1.70 0.98 -0.33
O -1.2651 0.8006 3.2600 1.24 -0.32 0.31



Number 1: DFT total energy -2492.1588 Eh, molecular weight 892.804 g/mol. Number 2: DFT total energy -473.7443 Eh, molecular weight 133.151 g/mol. Number 3: DFT total energy -534.4252 Eh, molecular weight 79.168 g/mol. Number 4: DFT total energy -3633.1677 Eh, molecular weight 831.006 g/mol. Number 5: DFT total energy -816.8282 Eh, molecular weight 190.211 g/mol. Number 6: DFT total energy -2071.3564 Eh, molecular weight 278.591 g/mol.